The following is a DFT calculation (wB97M-V/def2-TZVPD) of a cluster of 2 separate species, C6H11P in total in a non-equilibrium geometry.

Geometry as XYZ:
```
18
Properties=species:S:1:pos:R:3:nbo_charge:R:1
P -2.458 -1.383 -1.835 0.545
C -1.872 -2.146 -3.038 -0.793
C -1.132 0.761 0.198 -0.151
C 0.151 0.039 0.455 -0.456
C 2.628 0.174 0.734 -0.616
C -2.298 0.418 0.643 -0.403
C 1.309 0.912 0.852 -0.391
H 1.357 1.855 0.264 0.200
H 2.864 0.042 -0.393 0.199
H -1.512 -2.677 -3.964 0.238
H 3.343 0.928 1.221 0.222
H -2.402 -0.560 1.109 0.193
H 0.390 -0.606 -0.463 0.208
H 1.206 1.329 1.956 0.196
H -0.088 -0.757 1.186 0.203
H -0.876 1.517 -0.475 0.189
H 2.513 -0.875 1.023 0.216
H -3.124 1.030 0.525 0.201
```

Computed properties:
* structure (SMILES): C=CCCC.C#P
* energy: -15685.3929 eV
* orbital gap: 10.170 eV
* HOMO: -9.5 eV
* net charge: 0
* energy relative to the best compared isomer or geometry (same formula, charge and spin): 236.4 kJ/mol